No. 1
C8H14 | the ωB97M-V functional and the def2-TZVPD basis

```
22
Properties=species:S:1:pos:R:3:forces:R:3:lowdin_charge:R:1
C -2.01724 1.56586 0.59118 0.884 0.864 -0.205 -0.14
C -2.54761 0.15892 0.56163 0.161 -1.466 0.886 -0.31
C -1.73862 -0.83518 -0.28327 0.621 0.627 -0.996 -0.31
C -0.39339 -1.16200 0.34170 -0.529 0.628 -1.391 -0.22
C 0.66906 -1.63198 -0.58869 2.098 -0.376 0.421 -0.25
C 3.21148 0.83721 0.12623 -0.519 0.687 1.425 -0.18
C 1.93434 0.71124 -0.62695 -1.736 0.217 -2.810 -0.20
C 0.85373 -0.20615 -0.11850 2.170 1.869 2.381 -0.35
H -2.57240 2.28207 1.20418 -0.356 -0.201 -0.069 0.05
H -1.87134 2.01116 -0.40165 -0.449 -0.146 -0.109 0.07
H -0.99496 1.61103 0.97889 -0.068 -0.435 0.153 0.06
H -3.62185 0.06244 0.37194 0.005 0.396 -0.315 0.08
H -2.39550 -0.31068 1.54538 -0.277 0.458 0.260 0.08
H -1.50952 -0.35924 -1.25412 -0.468 -0.185 -0.323 0.09
H -2.31748 -1.75120 -0.45798 -0.044 0.025 0.086 0.09
H 1.51453 -2.30662 -0.37008 -0.530 -0.371 0.878 0.06
H 0.75980 -1.62089 -1.68946 -1.242 0.317 -0.226 0.08
H 4.06572 1.36263 -0.28970 0.061 -0.309 -0.978 0.04
H 3.50912 -0.11018 0.57976 0.147 -0.065 -0.132 0.07
H 3.02712 1.51911 0.98753 -0.083 -0.328 0.229 0.06
H 1.74944 1.40580 -1.45132 0.328 0.071 -0.102 0.05
H 1.22213 0.15840 0.86719 -0.172 -2.277 0.937 0.08
```
Forces are in eV/Å.

Properties
Multiplicity: 2
Total charge: -1
LUMO level (alpha / beta), eV: 4.110 / 4.079
Highest occupied orbital energy (alpha / beta), hartree: -0.061 / -0.073
Orbital gap (alpha / beta), Eh: 0.2118 / 0.2225


No. 2
C8H14 | the ωB97M-V functional and the def2-TZVPD basis

```
22
Properties=species:S:1:pos:R:3:forces:R:3:lowdin_charge:R:1
C -3.18984 -0.16735 -1.14157 -1.147 0.102 1.282 -0.13
C -2.03935 0.83486 -1.11967 -0.619 -1.078 0.037 -0.26
C -1.54203 1.09599 0.29608 -1.291 0.497 0.586 -0.22
C 0.17524 -0.79787 0.19639 0.040 1.509 -0.345 -0.12
C -0.42895 0.25783 0.81828 0.312 -0.605 0.034 -0.10
C 3.98339 -0.58019 0.91904 -0.635 -0.711 -1.610 -0.10
C 2.56660 -0.16847 0.62936 -0.642 0.980 0.790 -0.18
C 1.60741 -0.71915 -0.13174 0.939 -1.642 1.214 -0.12
H -4.04047 0.06790 -0.48085 0.072 0.995 -0.256 0.07
H -3.63863 -0.27635 -2.12630 0.318 -0.564 -0.084 0.07
H -2.95672 -1.08403 -0.59220 0.659 -0.487 -0.955 0.07
H -2.35380 1.75422 -1.61076 0.070 0.100 0.061 0.10
H -1.28487 0.34279 -1.73770 0.412 0.495 0.092 0.10
H -1.21571 2.14328 0.35496 0.638 -0.217 -0.108 0.12
H -2.40399 1.19465 0.97918 -0.081 -0.462 -0.087 0.11
H -0.33767 -1.68154 -0.16788 -0.472 0.674 -1.228 0.10
H 0.07672 0.65121 1.69851 0.606 0.765 -0.620 0.10
H 4.70063 0.11850 0.48974 0.314 -0.009 0.492 0.07
H 4.07055 -0.76828 1.98576 0.240 0.549 0.134 0.07
H 4.12755 -1.57140 0.47891 0.319 0.144 -0.219 0.07
H 2.23017 0.64751 1.27370 -0.142 -0.370 0.393 0.09
H 1.89375 -1.29413 -1.01125 0.090 -0.665 0.395 0.10
```
Forces are in eV/Å.

Properties
Total charge: 0
LUMO level, eV: 0.567
SMILES string: C/C=C/C=C/CCC
Highest occupied orbital energy, hartree: -0.269
Orbital gap, Eh: 0.2896


No. 3
C8H14 | the ωB97M-V functional and the def2-TZVPD basis

```
22
Properties=species:S:1:pos:R:3:forces:R:3:lowdin_charge:R:1
C -1.69800 -2.21070 -1.19525 0.693 -1.107 1.382 -0.12
C -0.55146 -1.28862 -0.59843 1.489 -0.459 0.949 -0.27
C -0.81701 0.20988 -0.48153 -0.057 -0.999 -0.252 -0.22
C 0.27018 1.21043 -0.24290 -1.027 2.023 -1.699 -0.28
C 0.82348 1.37217 0.95418 1.079 -0.111 0.436 -0.11
C 0.66076 0.27708 1.93812 3.349 -0.822 1.585 -0.16
C 1.71338 -0.28147 2.73143 -3.751 1.050 -1.144 0.02
C 0.50029 2.26807 -1.41220 3.414 -2.628 2.283 -0.03
H -2.77997 -2.24080 -0.79016 1.767 0.787 -0.677 0.09
H -1.63009 -2.23155 -2.33500 -0.369 -0.010 1.695 0.08
H -1.23974 -3.13149 -0.73157 -0.949 0.026 -1.319 0.06
H 0.01852 -1.69107 0.39852 -1.830 0.638 -2.340 0.14
H 0.20482 -1.39528 -1.38513 0.265 -0.054 0.278 0.10
H -1.50248 0.33954 0.34396 -0.802 0.206 -0.054 0.11
H -1.26470 0.41563 -1.44105 -0.642 0.596 -0.121 0.11
H 1.39499 2.29017 1.23673 -0.217 -1.033 -0.441 0.12
H -0.35975 -0.12904 1.84907 0.555 -0.095 1.194 0.08
H 2.79264 -0.12529 2.64897 -0.576 0.661 -0.201 0.04
H 1.41725 -0.91001 3.59012 0.161 -0.081 -0.856 0.04
H 1.29725 2.90451 -0.91800 -1.203 0.110 -1.271 0.08
H -0.27918 2.69191 -1.97820 -1.355 0.873 0.216 0.05
H 1.02881 1.65591 -2.18166 0.005 0.430 0.358 0.08
```
Forces are in eV/Å.

Properties
Total charge: 0
LUMO level, eV: 0.942
SMILES string: C=C/C=C(/C)CCC
Highest occupied orbital energy, hartree: -0.308
Orbital gap, Eh: 0.3424


No. 4
C8H14 | the ωB97M-V functional and the def2-TZVPD basis

```
22
Properties=species:S:1:pos:R:3:forces:R:3:lowdin_charge:R:1
C 2.08285 -1.59439 -0.47702 0.032 0.841 -0.194 -0.11
C 1.75539 -1.80847 0.99650 -0.663 -0.104 -0.538 -0.26
C 0.35729 -1.39540 1.47550 0.048 0.254 1.020 -0.24
C -0.10206 0.07521 1.39148 -0.395 -1.929 -2.280 -0.18
C -2.17318 2.95649 -2.04506 0.559 0.667 0.244 -0.01
C -1.70450 1.77302 -1.65882 0.158 0.215 0.623 -0.20
C -1.33363 1.53460 -0.25433 -1.722 -2.637 -0.076 -0.13
C -0.70955 0.35982 0.03217 -1.115 1.278 0.086 -0.13
H 1.66754 -0.63603 -0.80787 -0.165 -0.181 -0.148 0.06
H 1.70956 -2.39253 -1.11727 -0.141 0.065 -0.004 0.07
H 3.14984 -1.47487 -0.67834 0.059 -0.354 0.229 0.07
H 2.48787 -1.30253 1.62143 0.167 -0.174 0.122 0.10
H 1.72499 -2.88240 1.18448 0.727 -0.034 0.278 0.10
H -0.40690 -2.04806 1.04661 -0.013 -0.034 0.055 0.11
H 0.42788 -1.59556 2.55197 -0.404 -0.337 -0.074 0.10
H 0.79636 0.66412 1.39348 0.131 0.813 0.958 0.11
H -0.89582 0.22517 2.12065 0.508 0.600 0.484 0.11
H -1.98428 3.44377 -2.98960 -0.727 -0.612 -0.600 0.05
H -2.48615 3.65608 -1.27772 0.174 0.035 0.141 0.05
H -1.41206 0.95775 -2.31504 0.241 0.408 -0.401 0.10
H -2.01180 1.87522 0.53090 1.063 1.494 0.216 0.12
H -0.93962 -0.39100 -0.72409 1.478 -0.273 -0.142 0.11
```
Forces are in eV/Å.

Properties
Total charge: 0
LUMO level, eV: 0.965
SMILES string: C=C/C=C/CCCC
Highest occupied orbital energy, hartree: -0.301
Orbital gap, Eh: 0.3366


No. 5
C8H14 | the ωB97M-V functional and the def2-TZVPD basis

```
22
Properties=species:S:1:pos:R:3:forces:R:3:lowdin_charge:R:1
C 0.55935 -2.17235 1.31711 0.306 -0.098 -0.572 -0.10
C -0.71667 -1.77347 0.57871 -0.300 -0.308 -0.131 -0.26
C -0.60542 -0.61998 -0.45850 -0.865 -1.029 0.585 -0.16
C -0.74614 0.75323 0.16550 -0.035 -0.540 0.117 -0.29
C -1.77498 1.05983 0.95515 0.815 0.748 0.110 0.03
C 0.28453 1.84006 -0.11859 -0.161 1.322 0.093 -0.19
C 1.53850 1.47862 -0.86870 -1.380 -1.257 -0.264 -0.18
C 1.48274 1.28774 -2.18235 0.573 -0.231 -0.394 -0.01
H 1.01022 -3.06139 0.85991 -0.220 -0.014 0.107 0.07
H 1.33857 -1.41770 1.18055 -0.155 0.202 0.504 0.06
H 0.37025 -2.39804 2.36381 0.219 0.162 0.079 0.07
H -1.14738 -2.66535 0.11273 0.361 0.005 -0.450 0.10
H -1.54184 -1.54381 1.25066 0.257 0.430 0.381 0.08
H 0.27341 -0.71694 -1.09193 0.019 -0.018 0.127 0.09
H -1.48429 -0.85681 -1.06835 0.160 0.644 -0.412 0.11
H -2.54095 0.40274 1.31957 -0.206 -0.336 -0.256 0.06
H -1.78794 2.07325 1.34757 -0.220 -0.066 0.120 0.06
H 0.54526 2.36567 0.80968 0.022 -0.432 0.080 0.11
H -0.24262 2.64358 -0.65276 0.126 -0.254 -0.294 0.12
H 2.30836 1.01987 -0.26502 0.660 0.511 -0.115 0.10
H 2.29851 0.89665 -2.78543 0.159 0.014 0.361 0.06
H 0.57851 1.40459 -2.76932 -0.134 0.546 0.222 0.07
```
Forces are in eV/Å.

Properties
Total charge: 0
LUMO level, eV: 1.088
SMILES string: C=CCC(=C)CCC
Highest occupied orbital energy, hartree: -0.331
Orbital gap, Eh: 0.3713


Total energy values (in eV) by entry order: -8516.38049; -8519.56135; -8519.74927; -8520.24683; -8521.13215.
ΔE to the lowest compared entry with this formula, charge and spin values (in kcal per mole) by entry order: 107.2; 81.1; 76.8; 65.3; 44.9.